Here is a molecular structure, C13H19F7O10S2 from the Open Molecules 2025 dataset. Energies are from the ωB97M-V functional and the def2-TZVPD basis.

Geometry as XYZ:
```
51
C13H19F7O10S2, DFT the ωB97M-V functional and the def2-TZVPD basis
C -0.50 3.65 -1.66
C 0.74 2.85 -1.97
O 1.79 3.33 -2.29
O 0.65 1.49 -1.88
C -0.48 0.89 -1.26
C -0.14 -0.59 -1.14
C -1.21 -1.50 -0.52
O -0.52 -2.50 0.32
S -0.93 -2.39 1.83
O -1.02 -3.68 2.41
O -0.20 -1.33 2.45
O -2.41 -1.83 1.52
C -2.17 -0.85 0.52
S -3.71 0.06 0.16
O -3.33 1.43 0.03
O -4.68 -0.35 1.12
C -4.42 -0.52 -1.50
F -3.61 -1.43 -2.03
F -5.57 -1.11 -1.22
C -4.68 0.61 -2.53
F -5.17 1.68 -1.95
F -3.50 0.91 -3.11
C -5.66 0.18 -3.66
F -6.92 0.27 -3.23
F -5.42 -1.06 -4.07
F -5.51 1.01 -4.69
H -1.38 3.23 -2.15
H -0.34 4.67 -2.01
H -0.71 3.65 -0.59
H -0.63 1.33 -0.27
H -1.38 1.05 -1.86
H 0.10 -0.98 -2.13
H 0.77 -0.70 -0.54
H -1.68 -2.15 -1.25
H -1.60 -0.03 1.00
C 6.34 -0.78 3.47
O 5.58 0.36 3.12
C 5.37 0.51 1.73
C 4.01 0.02 1.30
O 3.84 -1.37 1.49
C 3.13 -1.70 2.67
H 6.22 -0.94 4.54
H 5.99 -1.67 2.94
H 7.40 -0.63 3.25
H 6.15 -0.02 1.16
H 5.45 1.57 1.49
H 3.89 0.22 0.23
H 3.23 0.58 1.84
H 2.06 -1.50 2.54
H 3.50 -1.15 3.54
H 3.27 -2.77 2.85
```

## Properties
HOMO-LUMO gap: 9.33 eV
electronic energy: -74953.403 eV
max |F|: 0.77 eV Å⁻¹
spin multiplicity: 1